Entry 1:
Computed, not measured: a 7-piece molecular cluster, C11H36N6O7 overall, with ωB97M-V with the def2-TZVPD basis set.

The geometry in ORCA input format:
```
! RIJCOSX wB97M-V def2-TZVPD def2/J DEFGRID3
* xyz 0 1
N -11.523 2.387 23.029
C -10.961 1.200 22.833
N -9.737 1.279 22.433
O -11.484 0.004 23.212
H -12.490 2.345 23.326
H -11.046 3.196 22.742
H -9.486 0.551 21.738
H -9.131 2.099 22.254
N -11.594 0.412 25.923
C -10.992 1.444 26.436
N -10.634 2.447 25.626
O -10.605 1.460 27.802
H -11.525 -0.353 26.553
H -11.687 0.353 24.915
H -9.968 3.124 25.936
H -10.788 2.374 24.593
N -9.434 5.876 23.790
C -8.467 5.468 24.613
N -7.296 5.679 24.269
O -8.830 4.784 25.676
H -10.409 5.850 24.174
H -9.255 6.547 23.059
H -6.549 5.247 24.863
H -7.089 6.373 23.517
C -11.536 -3.097 26.116
C -10.214 -2.826 25.371
C -8.896 -2.999 26.149
O -10.157 -3.436 24.334
H -12.415 -2.785 25.469
H -11.548 -2.511 27.016
H -11.719 -4.110 26.466
H -10.246 -1.772 25.101
H -8.188 -2.629 25.505
H -8.829 -4.018 26.442
H -8.929 -2.392 27.006
H -9.480 -2.955 23.789
C -7.513 2.146 26.122
C -6.832 0.908 26.735
C -7.887 0.071 27.391
O -6.329 0.237 25.834
H -6.776 2.922 25.846
H -8.265 2.567 26.824
H -8.000 1.897 25.163
H -6.061 1.193 27.455
H -7.514 -0.905 27.736
H -8.610 -0.165 26.565
H -8.291 0.577 28.219
H -5.536 0.722 25.508
C -14.857 1.554 25.471
O -13.757 1.344 24.700
H -14.483 2.292 26.126
H -15.152 0.775 26.131
H -15.835 1.769 24.880
H -13.061 0.855 25.172
C -12.366 5.768 25.857
O -11.908 4.912 24.852
H -11.482 6.009 26.520
H -13.070 5.347 26.642
H -12.835 6.730 25.510
H -11.482 4.134 25.249
*
```

Summary:
SMILES: NC(N)=O.NC(N)=O.NC(N)=O.CC(C)O.CC(C)O.CO.CO
gap between HOMO and LUMO: 8.6 eV
LUMO energy: -0.051 eV

Löwdin population analysis, charges in e, atoms 1 to 5: N 0.168; C -0.606; N 0.164; O -0.074; H 0.115


Entry 2:
Computed, not measured: C55H63Cl3N11O5S4Ti as an isolated structure, with ωB97M-V with the def2-TZVPD basis set.

The geometry in ORCA input format:
```
! RIJCOSX wB97M-V def2-TZVPD def2/J DEFGRID3
* xyz 0 2
Ti 0.245 -0.107 0.752
C 1.849 -0.687 -3.206
C 0.920 -0.869 -2.036
N 1.276 -0.234 -0.910
N 2.367 0.557 -1.057
C 3.071 0.838 -0.018
S 2.805 0.257 1.571
S 4.423 1.952 -0.340
C 5.893 0.874 -0.032
C 6.367 0.263 -1.310
C 6.717 1.103 -2.362
C 7.180 0.585 -3.555
C 7.297 -0.787 -3.716
C 6.939 -1.630 -2.681
C 6.471 -1.110 -1.484
C -0.221 -1.726 -2.085
C -0.723 -2.268 -3.288
C -1.780 -3.152 -3.307
C -2.368 -3.567 -2.119
C -1.906 -3.065 -0.916
C -0.875 -2.122 -0.865
O -0.481 -1.632 0.282
H 2.868 -0.941 -2.905
H 1.870 0.365 -3.481
H 1.580 -1.285 -4.066
H 5.613 0.146 0.727
H 6.644 1.557 0.368
H 6.607 2.169 -2.230
H 7.450 1.250 -4.362
H 7.658 -1.193 -4.652
H 7.022 -2.702 -2.799
H 6.193 -1.782 -0.685
H -0.289 -1.971 -4.232
H -2.141 -3.538 -4.250
H -3.180 -4.279 -2.137
H -2.331 -3.393 0.024
C 3.494 -2.867 -0.031
N 2.214 -3.059 0.608
C 1.316 -3.966 -0.062
C 2.016 -2.660 1.907
N 0.948 -1.989 2.240
C 0.537 -2.006 3.560
C 0.509 -3.208 4.255
C 0.364 -3.239 5.644
C 0.425 -2.070 6.350
C 0.454 -0.828 5.675
C 0.685 0.367 6.385
C 0.719 1.562 5.720
C 0.270 1.621 4.399
C -0.069 0.480 3.689
N -0.885 0.614 2.539
C -1.938 1.369 2.711
N -2.767 1.802 1.691
C -2.474 2.833 0.714
C -4.192 1.821 1.963
N -2.467 1.663 3.956
C -2.777 3.038 4.273
C -2.585 0.740 5.055
C 0.272 -0.789 4.261
N 3.040 -2.952 2.770
C 3.377 -2.144 3.914
C 3.837 -4.146 2.634
H 3.334 -2.402 -1.008
H 4.031 -3.810 -0.194
H 4.094 -2.190 0.574
H 1.731 -4.984 -0.045
H 1.177 -3.676 -1.107
H 0.353 -3.964 0.441
H 0.668 -4.127 3.707
H 0.296 -4.189 6.154
H 0.446 -2.070 7.430
H 0.861 0.310 7.448
H 0.980 2.475 6.233
H 0.120 2.577 3.921
H -2.622 3.827 1.154
H -3.178 2.721 -0.113
H -1.460 2.784 0.343
H -4.550 2.824 2.212
H -4.448 1.136 2.765
H -4.698 1.496 1.051
H -2.355 3.688 3.510
H -2.305 3.294 5.226
H -3.854 3.217 4.370
H -2.356 -0.265 4.714
H -3.622 0.762 5.416
H -1.923 0.999 5.888
H 2.998 -1.136 3.769
H 4.465 -2.089 3.987
H 2.973 -2.557 4.843
H 3.424 -4.804 1.874
H 3.839 -4.684 3.587
H 4.876 -3.914 2.375
C -4.192 -3.519 3.853
C -3.269 -2.625 3.208
N -2.537 -1.904 2.706
H -4.382 -3.173 4.868
H -3.764 -4.520 3.892
H -5.134 -3.550 3.304
Cl 2.325 4.476 -2.526
C 0.858 3.913 -3.190
C -0.347 4.487 -2.807
C -1.528 3.932 -3.260
C -1.539 2.807 -4.083
C -2.838 2.102 -4.401
C -3.654 1.799 -3.128
N -2.982 1.040 -2.101
C -3.661 0.255 -1.205
C -2.772 -0.110 -0.241
N -1.563 0.445 -0.530
C -1.712 1.115 -1.644
O -3.665 2.924 -5.214
C -3.984 2.393 -6.485
C -4.729 1.093 -6.400
C -6.011 0.981 -5.933
Cl -7.021 2.266 -5.429
S -6.561 -0.663 -5.879
C -5.041 -1.204 -6.486
C -4.182 -0.177 -6.709
C -0.317 2.329 -4.546
Cl -0.247 1.017 -5.671
C 0.880 2.866 -4.102
H -0.348 5.316 -2.120
H -2.467 4.364 -2.955
H -2.620 1.158 -4.913
H -4.552 1.248 -3.427
H -3.981 2.762 -2.716
H -4.698 0.023 -1.338
H -2.901 -0.723 0.631
H -0.924 1.668 -2.112
H -3.074 2.253 -7.082
H -4.603 3.165 -6.949
H -4.886 -2.253 -6.634
H -3.184 -0.309 -7.087
H 1.821 2.471 -4.447
C 2.272 3.566 1.750
S 0.632 3.208 1.097
O -0.282 3.526 2.180
O 0.418 3.999 -0.095
O 0.593 1.756 0.753
H 2.236 4.569 2.154
H 2.989 3.490 0.944
H 2.483 2.837 2.523
*
```

Summary:
gap between HOMO and LUMO (alpha / beta): 6.3 / 6.7 eV
LUMO energy (alpha / beta): 0.154 / 0.066 eV
⟨S²⟩: 0.767

Löwdin population analysis, charges in e, atoms 1 to 5: Ti 0.841; C -0.016; C -0.209; N -0.074; N -0.059